(1)
DFT (ωB97M-V/def2-TZVPD) results for a molecular structure, C31H35BrN3O2Tl at a distorted geometry.

Each line ends with the Löwdin charge.
CARTESIAN COORDINATES (ANGSTROEM)
Tl: -0.140 0.652 0.366  0.79
O: 3.158 -0.178 4.006  -0.06
C: 2.554 0.222 2.987  -0.69
O: 1.400 0.634 2.833  -0.12
C: 3.385 0.189 1.687  -0.17
C: 4.756 -0.220 1.727  0.00
C: 5.485 -0.220 0.584  -0.03
C: 4.868 0.151 -0.644  -0.17
C: 5.535 0.155 -1.894  -0.06
C: 4.872 0.511 -3.036  -0.07
C: 3.504 0.876 -2.980  -0.08
C: 2.842 0.877 -1.785  -0.02
C: 3.513 0.521 -0.588  -0.21
N: 2.802 0.550 0.577  0.12
H: 5.153 -0.506 2.690  0.10
H: 6.534 -0.498 0.585  0.10
H: 6.577 -0.143 -1.931  0.10
H: 5.388 0.504 -3.989  0.09
H: 2.973 1.140 -3.887  0.03
H: 1.787 1.122 -1.721  0.07
C: 1.951 -1.882 -2.569  -0.04
C: 1.656 -1.336 -3.967  -0.34
C: 0.662 -2.246 -4.699  -0.06
C: 1.269 0.132 -4.014  -0.18
C: 1.899 0.952 -4.950  -0.15
C: 1.645 2.316 -5.018  -0.09
C: 0.749 2.876 -4.116  -0.03
C: 0.088 2.088 -3.180  -0.14
C: -0.887 2.691 -2.181  -0.46
C: -0.157 3.540 -1.141  -0.16
C: -1.990 3.502 -2.867  -0.09
C: 0.330 0.710 -3.153  -0.22
N: -0.318 -0.041 -2.178  -0.02
C: -1.326 -0.783 -2.460  -0.12
C: -1.953 -1.634 -1.515  -0.37
C: -2.992 -2.541 -1.742  -0.07
C: -3.215 -3.158 -0.506  -0.07
C: -2.294 -2.560 0.397  -0.29
N: -1.538 -1.652 -0.229  0.06
C: -2.151 -2.906 1.867  -0.55
C: -1.567 -4.322 1.995  -0.06
C: -1.233 -1.927 2.592  -0.08
C: -3.534 -2.875 2.530  -0.06
H: 2.326 -2.906 -2.656  0.08
H: 1.065 -1.895 -1.932  0.08
H: 2.716 -1.283 -2.065  0.06
H: 2.597 -1.387 -4.524  0.12
H: -0.257 -2.372 -4.120  0.06
H: 1.098 -3.238 -4.846  0.07
H: 0.400 -1.837 -5.678  0.07
H: 2.615 0.503 -5.631  0.13
H: 2.149 2.933 -5.753  0.09
H: 0.554 3.944 -4.139  0.11
H: -1.378 1.878 -1.642  -0.01
H: 0.337 4.394 -1.618  0.08
H: 0.602 2.956 -0.616  0.02
H: -0.863 3.909 -0.394  -0.01
H: -1.599 4.421 -3.316  0.06
H: -2.750 3.778 -2.132  0.04
H: -2.476 2.920 -3.654  0.08
H: -1.770 -0.778 -3.469  0.14
H: -3.492 -2.721 -2.685  0.08
H: -3.942 -3.925 -0.278  0.08
H: -0.573 -4.362 1.543  0.08
H: -2.200 -5.053 1.486  0.07
H: -1.478 -4.608 3.049  0.07
H: -0.244 -1.884 2.133  0.06
H: -1.093 -2.229 3.633  0.08
H: -1.651 -0.917 2.597  0.08
H: -4.205 -3.616 2.088  0.07
H: -3.989 -1.890 2.408  0.09
H: -3.445 -3.087 3.601  0.07
Br: -2.702 2.389 0.441  -0.23

Summary:
E_tot in eV: -116018.863
HOMO-LUMO gap in eV: 6.0
Total charge: -2
LUMO in eV: 4.3423
HOMO level in eV: -1.654

***

(2)
DFT (ωB97M-V/def2-TZVPD) results for a molecular structure, C31H35IN2Pt at a distorted geometry.

Each line ends with the Löwdin spin population.
CARTESIAN COORDINATES (ANGSTROEM)
Pt: -0.515 -1.067 -1.598  0.62
C: 3.449 2.631 0.405  0.00
C: 3.802 1.633 -0.700  0.00
C: 2.954 1.818 -1.961  0.00
C: 3.807 0.176 -0.256  0.00
C: 5.069 -0.404 -0.170  0.00
C: 5.243 -1.753 0.053  0.00
C: 4.126 -2.559 0.104  0.00
C: 2.836 -2.045 0.032  0.00
C: 1.741 -3.100 -0.060  0.00
C: 1.265 -3.209 -1.529  0.02
C: 0.608 -2.992 0.964  0.00
C: 2.662 -0.640 -0.062  0.00
N: 1.347 -0.076 -0.055  0.05
C: 0.898 0.526 0.961  0.03
C: -1.539 0.896 0.024  0.04
C: -2.755 1.778 0.048  0.02
C: -3.832 0.998 -0.083  0.00
C: -3.371 -0.386 -0.143  0.04
N: -2.094 -0.466 0.022  0.05
C: -4.253 -1.562 -0.471  0.00
C: -5.406 -1.638 0.536  0.00
C: -3.466 -2.873 -0.449  0.00
C: -4.796 -1.320 -1.889  0.00
H: 3.606 3.651 0.047  0.00
H: 4.084 2.471 1.279  0.00
H: 2.416 2.546 0.710  0.00
H: 4.836 1.854 -0.978  0.00
H: 1.938 1.468 -1.809  0.00
H: 3.389 1.255 -2.789  0.00
H: 2.914 2.873 -2.243  0.00
H: 5.938 0.232 -0.293  0.00
H: 6.235 -2.176 0.145  0.00
H: 4.251 -3.630 0.210  0.00
H: 2.235 -4.049 0.165  0.00
H: 0.762 -2.261 -1.926  0.05
H: 0.597 -4.062 -1.657  0.00
H: 2.120 -3.332 -2.193  0.00
H: -0.161 -2.291 0.660  0.00
H: 0.995 -2.676 1.934  0.00
H: 0.129 -3.965 1.097  0.00
H: 1.511 0.606 1.869  0.00
H: -2.722 2.854 0.117  0.00
H: -4.860 1.323 -0.137  0.00
H: -5.030 -1.879 1.531  0.00
H: -6.106 -2.418 0.232  0.00
H: -5.950 -0.693 0.594  0.00
H: -3.108 -3.092 0.558  0.00
H: -2.603 -2.806 -1.114  0.00
H: -4.099 -3.695 -0.786  0.00
H: -5.407 -0.416 -1.935  0.00
H: -5.410 -2.165 -2.207  0.00
H: -3.967 -1.208 -2.592  0.00
I: -1.792 -0.947 3.117  0.02
C: -0.901 0.887 2.565  0.13
C: -0.594 1.661 3.619  0.00
C: 0.018 2.939 3.459  0.19
C: 0.164 3.450 2.205  -0.03
C: -0.178 2.748 1.031  0.20
C: -0.171 3.517 -0.151  -0.03
C: -0.354 3.227 -1.485  0.19
C: -0.563 1.956 -2.077  0.04
C: -0.938 0.851 -1.399  0.28
C: -0.475 1.229 1.124  0.05
H: -0.839 1.326 4.618  0.00
H: 0.277 3.520 4.333  0.01
H: 0.512 4.471 2.093  -0.01
H: 0.068 4.560 0.042  0.00
H: -0.214 4.055 -2.172  0.01
H: -0.335 1.868 -3.134  0.01

Summary:
E_tot in eV: -47037.318
HOMO-LUMO gap (spin up / spin down) in eV: 7.1 / 6.3
2S+1: 3
LUMO (spin up / spin down) in eV: 0.3238 / -1.1281
HOMO level (spin up / spin down) in eV: -6.744 / -7.391

***

(3)
DFT (ωB97M-V/def2-TZVPD) results for a molecular structure, C31H36AsNNaO4PSSe.

Each line ends with the Löwdin charge.
CARTESIAN COORDINATES (ANGSTROEM)
Na: -0.537 0.173 0.134  0.08
S: -0.125 2.562 -1.330  0.51
C: 1.378 3.250 -1.876  -0.77
C: 1.444 4.620 -2.200  -0.16
C: 2.611 5.215 -2.637  -0.13
C: 3.777 4.467 -2.771  -0.14
C: 3.740 3.115 -2.458  -0.13
C: 2.570 2.503 -2.018  -0.44
As: 2.443 0.601 -1.604  1.30
C: 2.670 0.694 0.339  -0.41
C: 2.442 -0.471 1.065  -0.13
C: 2.588 -0.478 2.446  -0.09
C: 2.970 0.676 3.108  -0.10
C: 3.194 1.844 2.389  -0.10
C: 3.039 1.856 1.011  -0.11
C: 4.317 0.122 -2.029  -0.39
C: 4.582 -0.303 -3.330  -0.13
C: 5.863 -0.663 -3.722  -0.11
C: 6.906 -0.621 -2.806  -0.12
C: 6.654 -0.215 -1.503  -0.10
C: 5.370 0.155 -1.119  -0.10
H: 0.538 5.203 -2.091  0.08
H: 2.614 6.274 -2.873  0.08
H: 4.698 4.926 -3.111  0.08
H: 4.647 2.529 -2.556  0.08
H: 2.113 -1.371 0.554  0.06
H: 2.354 -1.375 3.004  0.10
H: 3.054 0.679 4.188  0.10
H: 3.463 2.757 2.908  0.10
H: 3.190 2.773 0.454  0.10
H: 3.767 -0.354 -4.045  0.10
H: 6.046 -0.987 -4.740  0.09
H: 7.907 -0.910 -3.104  0.09
H: 7.461 -0.184 -0.779  0.09
H: 5.187 0.474 -0.100  0.09
Se: -0.119 -2.365 -1.403  0.50
C: -1.217 -3.851 -1.002  -0.76
C: -2.361 -4.160 -1.751  -0.16
C: -3.128 -5.264 -1.432  -0.20
N: -2.865 -6.109 -0.431  0.01
C: -1.770 -5.822 0.279  -0.20
C: -0.937 -4.745 0.041  -0.16
H: -2.645 -3.519 -2.576  0.08
H: -4.018 -5.487 -2.017  0.09
H: -1.548 -6.500 1.099  0.09
H: -0.072 -4.578 0.669  0.09
C: -4.380 -1.706 3.354  -0.04
C: -3.340 -1.700 2.238  -0.63
C: -2.150 -2.582 2.603  -0.04
C: -3.950 -2.165 0.924  -0.03
O: -2.932 -0.342 1.990  -0.17
P: -1.836 0.424 2.923  0.26
O: -2.139 0.281 4.373  -0.30
O: -0.472 0.062 2.412  -0.32
O: -2.242 1.893 2.353  -0.17
C: -1.698 3.124 2.854  -0.64
C: -0.177 3.069 2.954  -0.04
C: -2.107 4.169 1.824  -0.04
C: -2.325 3.430 4.213  -0.05
H: -4.743 -2.725 3.518  0.08
H: -5.225 -1.073 3.074  0.08
H: -3.941 -1.316 4.271  0.07
H: -2.480 -3.621 2.689  0.08
H: -1.714 -2.265 3.551  0.08
H: -1.382 -2.522 1.830  0.07
H: -4.288 -3.201 0.999  0.09
H: -3.208 -2.104 0.127  0.07
H: -4.798 -1.529 0.661  0.08
H: 0.256 2.816 1.985  0.07
H: 0.147 2.319 3.675  0.08
H: 0.199 4.049 3.263  0.08
H: -1.657 3.939 0.857  0.04
H: -1.775 5.161 2.142  0.08
H: -3.194 4.179 1.716  0.08
H: -2.078 2.645 4.926  0.06
H: -3.412 3.473 4.116  0.08
H: -1.964 4.395 4.581  0.08

Summary:
E_tot in eV: -193145.014
HOMO-LUMO gap in eV: 6.0
Total charge: -2
LUMO in eV: 3.9160
HOMO level in eV: -2.053
Energy relative to the best compared isomer or geometry (same formula, charge and spin) in kcal/mol: 4.38